Density functional theory data (ωB97M-V/def2-TZVPD) for C37H42AsF6N5OS3TeTi as an isolated structure.

```
97
Properties=species:S:1:pos:R:3
Ti -0.635 -1.072 0.420
C 4.311 -1.592 3.929
C 4.323 -0.686 2.702
N 3.110 0.098 2.545
C 1.929 -0.511 2.128
S 0.468 0.369 2.386
N 2.035 -1.687 1.576
N 0.803 -2.176 1.167
C 0.628 -3.526 1.221
C 1.725 -4.445 1.659
C -0.643 -3.924 0.857
C -1.094 -5.281 0.769
C -2.349 -5.563 0.352
C -3.225 -4.491 0.003
C -2.779 -3.218 0.122
N -1.523 -2.892 0.547
H 5.165 -2.273 3.922
H 4.349 -1.006 4.850
H 3.398 -2.187 3.937
H 5.162 0.014 2.748
H 4.441 -1.293 1.804
H 2.943 0.796 3.253
H 2.370 -3.938 2.374
H 1.320 -5.342 2.125
H 2.361 -4.755 0.822
H -0.408 -6.076 1.031
H -2.689 -6.589 0.286
H -4.239 -4.676 -0.321
H -3.425 -2.378 -0.102
C -4.956 4.038 2.327
C -3.595 4.089 1.621
C -2.512 3.739 2.641
C -3.333 5.508 1.096
C -3.611 3.113 0.447
C -4.528 3.307 -0.606
C -4.600 2.463 -1.694
C -3.727 1.379 -1.742
S -3.520 0.152 -2.959
C -2.225 -0.540 -2.024
N -2.004 0.061 -0.890
C -2.823 1.165 -0.705
C -2.753 2.032 0.386
C -1.367 -1.646 -2.446
C -1.568 -2.307 -3.658
C -0.703 -3.319 -4.026
C 0.350 -3.645 -3.171
C 0.523 -2.985 -1.963
C -0.331 -1.956 -1.542
H -4.979 4.757 3.151
H -5.133 3.041 2.734
H -5.775 4.277 1.645
H -2.557 4.451 3.468
H -1.511 3.797 2.205
H -2.645 2.739 3.054
H -3.248 6.207 1.931
H -4.136 5.856 0.444
H -2.401 5.541 0.527
H -5.207 4.150 -0.568
H -5.314 2.644 -2.487
H -2.041 1.817 1.171
H -2.399 -2.039 -4.303
H -0.843 -3.852 -4.958
H 1.039 -4.433 -3.454
H 1.344 -3.290 -1.322
O 0.718 0.407 -0.456
S 1.521 1.248 -1.381
C 2.590 2.261 -0.320
C 1.791 3.506 0.040
C 1.107 3.925 -1.259
C 0.412 2.659 -1.750
H 3.482 2.487 -0.912
H 2.863 1.632 0.527
H 2.421 4.290 0.461
H 1.043 3.227 0.787
H 1.857 4.251 -1.986
H 0.396 4.741 -1.123
H 0.169 2.650 -2.812
H -0.485 2.444 -1.167
Te 3.633 -1.261 -1.164
C 4.903 -0.676 -2.739
C 4.635 0.458 -3.506
C 5.491 0.841 -4.529
C 6.634 0.101 -4.797
C 6.914 -1.027 -4.038
C 6.054 -1.415 -3.021
H 3.744 1.043 -3.310
H 5.264 1.722 -5.117
H 7.301 0.399 -5.597
H 7.803 -1.612 -4.242
H 6.276 -2.301 -2.440
F -2.595 -0.571 1.621
As -3.333 -0.881 3.247
F -1.961 -1.822 3.677
F -4.105 -2.277 2.581
F -4.072 -1.121 4.785
F -4.671 0.092 2.704
F -2.548 0.568 3.794
```

Output
**Multiplicity**: 2
**Net charge**: -1
**Energy**: -188613.8899 eV
**Relative energy (zero: lowest compared OMol25 entry of this formula, charge and spin)**: 241.7 kJ/mol
**E_LUMO (alpha / beta)**: 1.9 / 0.3 eV
**Expectation value of S²**: 0.762
**Kohn-Sham gap (alpha / beta)**: 4.9 / 3.3 eV

***

Density functional theory data (ωB97M-V/def2-TZVPD) for a 5-piece molecular cluster, C37H42BClO20P2 overall.

```
103
Properties=species:S:1:pos:R:3
C 1.873 4.018 2.952
C 2.868 3.365 1.974
C 2.289 2.647 0.747
B 3.384 2.522 -0.435
C 4.888 2.945 -0.340
O 2.876 2.071 -1.640
O 1.363 3.610 0.127
C 0.325 2.989 -0.450
O -0.300 3.502 -1.327
C 0.061 1.656 0.181
C -0.359 0.692 -0.936
P -1.441 1.907 1.376
C -2.820 0.962 0.655
C -2.003 3.632 1.136
C 1.432 1.325 0.955
C 2.015 0.011 0.342
C 3.274 -0.732 0.855
C 2.954 -2.000 1.656
Cl 4.437 0.302 1.771
P 1.039 0.830 2.690
O 0.268 -0.452 2.687
H 1.838 3.501 3.914
H 0.858 4.042 2.550
H 2.168 5.046 3.164
H 3.501 4.162 1.577
H 3.541 2.683 2.498
H 5.417 2.780 -1.283
H 5.429 2.463 0.475
H 4.932 4.025 -0.144
H 3.477 1.448 -2.073
H -0.645 -0.291 -0.557
H 0.439 0.556 -1.671
H -1.205 1.138 -1.455
H -3.024 1.107 -0.407
H -3.700 1.279 1.225
H -2.652 -0.098 0.859
H -1.395 4.295 1.756
H -3.022 3.656 1.537
H -2.021 3.999 0.111
H 2.138 0.175 -0.727
H 1.215 -0.725 0.448
H 3.847 -1.007 -0.030
H 3.706 -2.188 2.423
H 1.970 -1.935 2.123
H 2.956 -2.861 0.981
H 2.286 0.693 3.320
H 0.482 1.888 3.390
O 0.179 -0.586 5.830
C 0.268 -1.691 6.328
C 0.647 -1.926 7.706
C 0.716 -3.186 8.155
O 1.048 -3.528 9.390
C 0.413 -4.381 7.271
O 0.525 -5.475 7.804
C 0.025 -4.153 5.907
C -0.047 -2.890 5.441
O -0.389 -2.616 4.203
H 0.860 -1.070 8.331
H 1.012 -4.508 9.407
H -0.197 -5.009 5.286
H -0.349 -1.646 4.019
O -1.113 0.503 -7.479
C -0.394 0.502 -6.490
C -0.035 1.656 -5.713
C 0.720 1.479 -4.613
O 1.050 2.445 -3.781
C 1.252 0.105 -4.208
O 1.951 0.062 -3.204
C 0.906 -1.044 -4.996
C 0.112 -0.864 -6.060
O -0.321 -1.838 -6.840
H -0.424 2.623 -6.000
H 1.536 2.030 -3.037
H 1.258 -2.016 -4.684
H -0.876 -1.399 -7.520
O -6.602 2.743 -2.969
C -5.583 2.106 -3.165
C -4.872 1.352 -2.157
C -3.754 0.706 -2.516
O -3.018 -0.014 -1.683
C -3.215 0.741 -3.931
O -2.179 0.122 -4.108
C -3.929 1.475 -4.945
C -5.049 2.123 -4.588
O -5.795 2.835 -5.413
H -5.264 1.333 -1.150
H -2.242 -0.351 -2.186
H -3.536 1.482 -5.953
H -6.531 3.191 -4.874
O -0.537 -6.036 1.056
C -0.686 -5.145 0.240
C -1.927 -4.825 -0.426
C -1.937 -3.822 -1.318
O -3.013 -3.444 -1.985
C -0.698 -3.009 -1.638
O -0.829 -2.109 -2.453
C 0.541 -3.322 -0.972
C 0.554 -4.327 -0.081
O 1.619 -4.706 0.600
H -2.807 -5.405 -0.190
H -2.749 -2.722 -2.588
H 1.416 -2.730 -1.205
H 1.326 -5.454 1.164
```

Output
**SMILES string**: CC[C@]1(B(C)O)OC(=O)[C@](C)(P(C)C)[C@]1(C[C@H](C)Cl)[PH2]=O.O=C1C=C(O)C(=O)C=C1O.O=C1C=C(O)C(=O)C=C1O.O=C1C=C(O)C(=O)C=C1O.O=C1C=C(O)C(=O)C=C1O
**Energy**: -111776.6929 eV
**E_LUMO**: -1.8 eV
**Kohn-Sham gap**: 6.6 eV